No. 1
2 unconnected molecules or ions with the total composition C5H9NO, computed with wB97M-V/def2-TZVPD.

Last column: Löwdin charge in e.
Element x y z (Å)
C (-1.41, -1.04, -0.41)  -0.03
C (-0.54, 0.09, 0.00)  -0.19
C (0.76, 0.27, 0.28)  -0.25
N (1.83, -0.64, 0.24)  -0.02
O (2.89, -0.14, 0.57)  -0.01
C (0.65, 1.74, 0.61)  -0.10
C (-0.86, 1.54, 0.28)  -0.11
H (-2.02, -0.77, -1.27)  0.09
H (-2.10, -1.29, 0.41)  0.09
H (-0.83, -1.93, -0.65)  0.04
H (0.87, 1.99, 1.66)  0.11
H (1.19, 2.42, -0.05)  0.11
H (-1.22, 2.11, -0.59)  0.12
H (-1.55, 1.71, 1.12)  0.12
H (1.03, -3.31, -1.29)  0.03
H (1.33, -2.74, -0.91)  0.00

Properties
- SMILES: CC1=C(N=O)CC1.[H][H]
- Spin multiplicity: 1
- Energy above the lowest of the compared OMol25 structures with the same formula, charge and spin: 116.9 kcal/mol
- Net charge: 0
- Orbital gap: 8.521 eV
- HOMO: -8.93 eV

***

No. 2
A molecular structure, C14H24O2P2Tc, computed with wB97M-V/def2-TZVPD.

Last column: Löwdin charge in e.
Element x y z (Å)
Tc (1.02, 0.25, -0.03)  1.01
C (-1.11, 0.42, -2.87)  -0.21
P (-0.97, 0.91, -1.14)  0.81
C (-1.34, 2.67, -1.19)  -0.20
C (-2.33, 0.00, -0.33)  -0.35
C (-1.93, -1.48, -0.26)  -0.34
P (-0.23, -1.66, 0.41)  0.81
C (0.48, -3.15, -0.34)  -0.20
C (-0.39, -2.00, 2.17)  -0.20
H (-2.11, 0.68, -3.23)  0.08
H (-0.94, -0.64, -3.01)  0.05
H (-0.38, 0.97, -3.47)  0.06
H (-2.33, 2.82, -1.62)  0.08
H (-0.61, 3.16, -1.84)  0.07
H (-1.29, 3.14, -0.21)  0.04
H (-3.25, 0.13, -0.89)  0.11
H (-2.48, 0.41, 0.67)  0.08
H (-1.94, -1.93, -1.25)  0.09
H (-2.62, -2.05, 0.36)  0.11
H (-0.15, -4.01, -0.10)  0.08
H (1.48, -3.32, 0.06)  0.07
H (0.53, -3.04, -1.42)  0.06
H (-0.97, -2.92, 2.32)  0.07
H (-0.90, -1.17, 2.67)  0.06
H (0.60, -2.13, 2.62)  0.07
C (0.65, 2.08, 4.10)  -0.01
C (1.65, 1.38, 3.44)  -0.03
C (1.42, 1.01, 2.12)  -0.18
C (0.23, 1.30, 1.46)  -0.33
C (-0.78, 1.99, 2.15)  -0.09
C (-0.56, 2.37, 3.45)  -0.02
H (0.80, 2.39, 5.12)  0.13
H (2.59, 1.16, 3.93)  0.13
H (2.26, 0.45, 1.65)  0.11
H (-1.72, 2.23, 1.68)  0.10
H (-1.33, 2.91, 3.99)  0.13
C (2.99, -0.95, -3.71)  0.07
O (1.75, -0.46, -3.07)  -0.03
C (1.77, -0.28, -1.81)  -0.55
O (2.70, -0.50, -1.01)  -0.03
H (2.74, -1.03, -4.76)  0.11
H (3.25, -1.91, -3.28)  0.11
H (3.78, -0.22, -3.54)  0.11

Properties
- Spin multiplicity: 2
- <S²>: 0.77
- Energy above the lowest of the compared OMol25 structures with the same formula, charge and spin: 0.0 kcal/mol
- Net charge: +2
- Orbital gap (alpha / beta): 8.110 / 7.612 eV
- HOMO (alpha / beta): -15.50 / -16.02 eV